Record 1
C46H61F5LaN4O13Si2Te | the ωB97M-V functional and the def2-TZVPD basis

Element x y z (Å)
H (1.927931, -4.260971, 4.056738)
H (3.478037, -5.151088, -1.421923)
O (2.040041, 1.802683, -1.775459)
H (2.496772, -5.784767, -0.105637)
H (-0.967926, 1.579731, 6.882408)
H (-5.237379, 4.226777, 3.967057)
H (2.412068, 1.898217, 1.015768)
C (-0.825050, -7.817450, -4.173381)
H (-1.888239, -7.619969, -4.321863)
H (5.797491, 0.167870, 0.549842)
O (1.754736, 4.753802, -5.861654)
H (3.450230, -2.219240, 2.023179)
O (1.162031, 0.293072, -3.650237)
C (1.630930, 5.776679, 0.676652)
F (0.920999, 5.799268, -1.543197)
La (-0.225584, 1.988495, -0.525074)
O (0.069723, 0.079959, 1.023328)
H (-1.437285, -2.143156, -0.345535)
C (-4.410493, -0.425465, 0.703860)
H (0.638899, 3.623988, 4.539577)
Si (-0.959387, 1.652001, 4.422350)
H (5.451856, -3.672208, -2.471007)
F (2.830455, 5.227819, 0.403635)
H (0.000591, 0.007627, 1.999553)
H (-3.668518, 0.830311, -0.891465)
C (-3.601909, 0.170532, 2.812080)
O (-2.211083, 2.974317, -1.100699)
H (0.633022, -0.354956, 4.164796)
C (0.909400, -6.769281, -2.653287)
C (3.280774, -3.288650, 1.884337)
H (-2.607545, 1.462379, 6.349307)
H (-4.243448, 3.854481, 0.972602)
H (3.814781, -3.757808, 2.739556)
C (-1.791586, 5.040927, 4.066769)
O (0.070631, 3.417136, -2.365766)
H (-0.994019, -0.866963, 3.725619)
H (7.712954, -1.316973, 0.292938)
H (-1.195347, -5.242757, -4.793069)
C (3.379101, -0.162849, -0.246084)
H (-4.245704, 3.981241, 5.416744)
O (-4.202631, 5.653627, -6.158592)
H (1.336857, 0.452139, -4.577914)
H (-5.093320, -1.382935, 2.490724)
C (4.572644, -1.876402, -1.773766)
C (-0.115616, -4.289035, 3.334894)
C (-0.493201, -5.337979, -3.986347)
H (-5.097791, -0.914628, 0.036091)
C (-0.204184, -2.881123, -4.023401)
C (-4.426065, 3.629432, 4.387466)
H (3.795176, -1.910292, -2.526533)
H (-0.753060, -8.636768, -3.463486)
C (-2.067491, 2.074428, 3.022536)
C (4.563519, -0.920172, -0.769219)
H (1.380692, -7.738531, -2.476554)
C (-0.851939, 4.683464, -5.658669)
C (6.816369, -1.531837, -0.263450)
H (-1.565030, -5.421129, 4.522145)
O (-0.921759, 0.164832, -2.164810)
H (-1.227622, -3.781925, 5.114717)
C (0.926830, -3.377207, 0.909431)
C (-1.474839, -3.191059, -0.029699)
C (-2.897070, 4.110185, -4.415777)
H (1.701292, 0.837622, -3.034424)
O (2.121740, 3.356633, -4.180401)
C (-0.669248, 3.723907, -3.385082)
H (1.267752, 2.135848, 5.264018)
H (-0.744690, -3.041163, -4.963746)
C (-2.678681, 1.087898, 2.205882)
H (-3.933631, 5.425700, 1.764687)
O (-2.453167, 5.814910, -7.486028)
C (-0.418767, -0.242022, 4.427935)
N (-3.031236, 5.439972, -6.462920)
C (-0.086849, 4.150857, -4.638329)
C (0.113829, -4.215488, -3.417976)
C (1.012041, -4.393250, -2.336959)
H (-1.808942, 0.106528, -2.523192)
C (6.707744, -2.667552, -1.024841)
F (1.794282, 7.124682, 0.710742)
H (0.735892, -2.320215, -4.157838)
C (0.720474, 2.519640, 4.420375)
H (-0.001585, -5.086169, 5.276243)
H (7.471784, -3.438024, -1.024697)
C (-3.489192, 4.447712, 1.519585)
H (3.096784, -6.915218, -1.334164)
C (-1.672244, 1.976055, 6.153008)
H (1.923663, 3.364602, 1.352933)
H (-3.981156, 4.083924, -4.344529)
C (-2.763505, 2.920362, -2.246361)
H (-2.480993, -3.371670, 0.383669)
H (-0.977286, 4.604824, 4.672052)
N (-2.491014, 1.009825, 0.850762)
N (1.361894, 4.091232, -4.877780)
C (-0.473848, -3.506004, 1.071059)
O (-3.767572, 2.229860, -2.537714)
H (-2.363392, 5.684287, 4.718874)
F (1.304655, 5.299150, 1.896125)
Si (-2.914963, 3.760266, 3.183316)
C (1.803648, -3.600613, 1.976838)
H (1.005547, -0.264064, 0.706453)
C (-3.516030, 0.483228, 0.139431)
C (0.540244, 5.299839, -0.313210)
H (2.829897, 1.738289, -1.153140)
C (-0.947659, -4.003638, 2.264450)
O (1.580541, 2.462854, 1.176996)
C (5.753123, -0.667642, -0.141449)
C (1.479889, -5.667220, -2.025621)
C (-0.763751, -4.669811, 4.646232)
F (-0.530402, 6.123921, 0.111686)
H (-1.828160, 3.045962, 6.351105)
C (5.540853, -2.837243, -1.802265)
C (-0.136171, -6.629415, -3.593324)
C (-4.417033, -0.636965, 2.065372)
H (-3.550641, 0.064716, 3.914608)
H (2.134972, 2.571275, -2.389970)
Te (1.571444, -2.635483, -1.040383)
H (3.799810, -3.589437, 0.963338)
H (-2.648164, 4.636480, 0.849131)
C (-2.086145, 3.628418, -3.373492)
H (-0.846868, -2.294278, -3.347362)
H (-0.544899, -0.616272, 5.428981)
C (2.727029, -5.897882, -1.165453)
C (-2.226725, 4.645352, -5.478036)
H (-0.392189, -8.155920, -5.118769)
H (-0.404544, 5.134233, -6.548500)
H (1.284564, 2.331510, 3.475830)
C (1.261195, -4.063433, 3.198782)
H (-2.015839, -4.210045, 2.352434)
H (-0.192767, 0.190045, -2.862737)
O (3.605838, 1.042869, 0.166748)
H (-4.827471, 2.614018, 4.456884)
H (-1.311630, 5.707858, 3.292469)
N (2.187298, -0.718854, -0.201025)
H (-1.404085, -3.894011, -0.850460)

Cartesian forces (eV/Å) of the 3 atoms listed first:
-0.33 0.20 -0.52
0.11 -0.11 0.04
1.12 0.59 -0.26

The calculation puts the calculated total energy at -4364.56782 hartree. Its orbital gap (alpha / beta) is 4.718 / 3.952 eV. For the largest force on an atom, the calculation gives 0.059 Eh/bohr. Its spin multiplicity is 2. The total charge is -2. As for the LUMO energy (alpha / beta): 3.2 / 2.4 eV. The energy above the lowest of the compared OMol25 structures with the same formula, charge and spin is 0.0 kcal/mol. The expectation value of S² is 0.77.

=====

Record 2
C46H62ClF2N3O12S | the ωB97M-V functional and the def2-TZVPD basis

Element x y z (Å)
H (1.757198, 0.323679, -0.937235)
C (2.716439, -2.472164, -3.634010)
H (8.643338, 3.662458, 1.337494)
C (-3.822787, -0.861583, -4.277531)
H (-6.200721, 6.222229, 6.207670)
C (1.666949, 0.001488, 5.199164)
F (-1.354310, -2.741155, -7.846259)
H (-8.001781, -0.054458, 4.030888)
H (-7.901330, 2.559044, 3.276952)
C (0.326837, -1.286438, -4.556590)
H (2.308277, 1.597636, 3.085818)
C (-7.792527, 1.659124, 2.687013)
O (2.541752, -0.262395, 4.426092)
H (7.204041, -6.288269, -5.504397)
C (-8.107277, 5.607478, 6.989483)
O (7.332563, -4.139903, -3.625222)
N (0.368954, -2.897102, -6.423829)
C (-7.452568, -1.071221, -1.696542)
C (4.016505, -3.066284, -3.104543)
C (-6.657979, -2.137074, -1.079348)
H (-5.652392, -1.715700, -5.274624)
C (0.306537, 1.170301, 6.740400)
C (-1.356792, -1.195392, -6.050741)
H (4.779855, 3.415341, 0.701323)
H (-9.845733, -0.847791, 2.133493)
F (2.646989, -3.967850, -5.408349)
H (-4.962200, -3.242785, -1.823443)
H (-3.306225, 1.042520, -5.314532)
C (-0.729678, -2.298329, -6.735312)
H (-4.586702, 0.094671, -6.036328)
C (1.124991, 1.012440, -1.515238)
C (-8.562374, 0.492521, 3.275675)
H (-4.634506, -2.863852, -4.353352)
H (-9.484383, 0.851665, 3.737563)
H (4.715362, -4.361901, 0.145736)
C (1.929391, 2.244836, -2.051344)
H (3.252414, -4.705731, -1.836547)
C (-6.891965, -0.889150, -2.933500)
N (-0.823091, -0.671970, -4.974684)
H (-2.946429, -1.438597, -3.957276)
H (-2.394312, 0.207743, -7.319466)
C (-7.539733, 3.775764, 5.746486)
C (2.124299, -1.369828, -2.908414)
H (-8.169222, 5.085388, 4.182061)
C (7.078468, -7.493368, -2.917835)
C (-3.598042, 0.004956, -5.543675)
H (-3.168789, -1.386879, -7.184115)
H (9.959103, 3.653522, 4.083219)
H (2.899049, 1.945101, -2.472033)
O (-8.363257, 1.866153, 1.379089)
C (0.967482, -0.809275, -3.353958)
C (-5.707797, -2.470537, -2.015779)
C (7.093061, -5.312730, -3.608746)
H (2.638766, -1.052479, -2.001870)
H (6.018396, -8.264270, -4.673109)
H (-6.788274, -2.553665, -0.083804)
H (0.987321, 1.395917, 7.563709)
H (0.334178, 1.557740, 4.594345)
H (-9.162361, 5.846183, 6.837057)
C (-8.968950, 0.732919, 0.958398)
C (4.967735, -3.792022, -0.760103)
S (5.305657, -2.051241, -0.250316)
H (-7.550649, 7.079263, 5.465296)
H (-8.099563, -1.031238, 1.783675)
H (-4.038942, -0.161104, -3.451657)
H (-0.051634, -0.739284, 7.725143)
C (2.317294, 1.669967, 2.002191)
O (7.170732, 3.810237, 3.879351)
C (8.822039, 3.205606, 2.312305)
C (0.882433, -2.357811, -5.272239)
N (-5.844805, -1.735394, -3.155194)
H (-6.728630, 1.439269, 2.570448)
H (5.811498, -4.241129, -1.302492)
C (-2.645200, -0.606206, -6.612749)
C (-5.044280, -1.838144, -4.367440)
H (6.694454, -8.008702, -2.039547)
H (7.818021, 5.682354, 3.301754)
C (8.174234, 4.839134, 3.898212)
H (2.073880, 2.952334, -1.218352)
O (-7.955256, 4.177751, 6.970931)
H (-0.101648, 1.078218, -3.320850)
C (7.489538, 2.873754, 2.949570)
C (6.455803, -6.106112, -4.731409)
C (3.701746, -3.703797, -1.706314)
H (8.330598, 5.174048, 4.921785)
C (-7.229908, 6.116213, 5.859131)
C (2.769355, 3.822819, 1.370461)
H (4.791268, -2.288000, -3.042895)
O (-9.451485, 0.608555, -0.131812)
H (-0.943540, -0.536941, 6.205494)
H (4.389225, -3.854182, -3.772127)
H (-6.394946, 4.870029, 4.280677)
H (-8.312205, -0.542070, -1.280846)
C (4.110190, 3.131556, 1.509611)
C (9.416354, 4.195530, 3.306211)
O (6.778289, 1.952980, 2.674143)
O (2.585702, 4.979216, 1.113384)
C (-8.895990, -0.328109, 2.035240)
H (7.992364, -7.992665, -3.248135)
C (3.723798, 1.661810, 1.436797)
C (6.042955, -7.390382, -4.023961)
C (-7.313747, 4.977131, 4.851668)
C (0.270176, 0.335202, -2.604125)
O (1.072263, -0.921775, 5.995053)
H (4.400370, 1.002232, 1.976197)
O (1.764147, 2.947899, 1.620910)
O (7.399128, -6.135285, -2.573546)
C (2.087633, -2.925078, -4.746572)
H (1.783530, 2.140712, 5.468727)
O (-7.414456, 2.625020, 5.437717)
H (1.703029, 0.869753, 1.591134)
H (4.545264, 3.389918, 2.476213)
H (1.277031, 2.761883, -2.772463)
H (4.833521, -1.228698, -1.216823)
H (2.962855, -3.104934, -1.147325)
H (3.701211, 1.339497, 0.391613)
H (5.048260, -7.266511, -3.590180)
H (9.435613, 2.314687, 2.208203)
C (1.028710, 1.360112, 5.413125)
H (-0.577359, 1.795750, 6.855930)
H (-7.796552, 5.992329, 7.958676)
H (10.101318, 4.914085, 2.858640)
C (-0.007557, -0.315502, 6.723758)
H (0.412080, 1.438728, -0.785930)
H (-7.269586, -0.146004, -3.637364)
H (5.599284, -5.578581, -5.144661)
Cl (-1.176679, -0.437371, -1.777492)

Cartesian forces (eV/Å) of the 3 atoms listed first:
-0.26 0.08 -0.32
0.33 0.73 0.56
-0.03 -0.12 -0.04

The calculation puts the calculated total energy at -3915.34129 hartree. Its orbital gap is 7.418 eV. For the largest force on an atom, the calculation gives 0.044 Eh/bohr. Its spin multiplicity is 1. As for the SMILES: CC[C@H](Cl)c1cc(CCCS)c(F)c2nc(F)c(CCCCn3cccc3)nc12.O=C1CCCO1.O=C1CCCO1.O=C1CCCO1.O=C1CCCO1.O=C1CCCO1.O=C1CCCO1. As for the LUMO energy: -0.3 eV. The energy above the lowest of the compared OMol25 structures with the same formula, charge and spin is 26.7 kcal/mol.